# C35H67F2N2O21S2Ti

A structure of composition C35H67F2N2O21S2Ti at a distorted geometry (ωB97M-V/def2-TZVPD, the OMol25 dataset).

Cartesian coordinates (Å):
Ti (-3.069, -1.363, -0.865)
N (-1.214, -0.301, -1.338)
S (-0.125, 0.221, -2.392)
O (1.116, -0.469, -2.266)
O (-0.056, 1.610, -2.660)
F (-0.784, -0.398, -3.700)
S (-0.595, 0.366, 0.077)
O (-0.760, 1.755, 0.297)
O (0.479, -0.306, 0.702)
F (-1.861, -0.244, 0.902)
O (1.044, 3.272, -5.122)
C (1.444, 4.346, -4.763)
O (0.689, 5.257, -4.128)
C (-0.624, 4.871, -3.735)
C (-1.616, 5.034, -4.868)
C (2.790, 4.931, -5.086)
H (-0.946, 5.586, -2.974)
H (-0.618, 3.882, -3.281)
H (-2.630, 4.863, -4.482)
H (-1.455, 4.357, -5.704)
H (-1.666, 6.074, -5.193)
H (3.207, 5.381, -4.187)
H (2.635, 5.668, -5.872)
H (3.456, 4.152, -5.444)
O (2.354, 2.937, -0.571)
C (3.040, 1.987, -0.303)
O (3.685, 1.231, -1.180)
C (3.609, 1.653, -2.564)
C (4.588, 0.786, -3.330)
C (3.242, 1.518, 1.109)
H (3.949, 2.688, -2.569)
H (2.598, 1.507, -2.932)
H (4.545, 1.024, -4.393)
H (4.359, -0.273, -3.214)
H (5.602, 0.970, -2.974)
H (2.865, 0.503, 1.228)
H (2.740, 2.190, 1.800)
H (4.297, 1.484, 1.392)
O (-4.128, 0.710, -0.162)
C (-4.433, 1.890, -0.161)
O (-4.219, 2.764, -1.117)
C (-3.462, 2.453, -2.305)
C (-4.160, 1.494, -3.229)
C (-5.212, 2.495, 0.968)
H (-2.499, 2.061, -2.011)
H (-3.314, 3.416, -2.781)
H (-3.555, 1.415, -4.141)
H (-5.143, 1.830, -3.551)
H (-4.183, 0.482, -2.824)
H (-6.156, 1.965, 1.091)
H (-5.438, 3.537, 0.769)
H (-4.644, 2.322, 1.880)
O (-3.142, -2.678, -2.889)
C (-2.451, -2.846, -3.884)
O (-1.228, -3.316, -3.873)
C (-0.644, -3.687, -2.607)
C (-1.120, -5.061, -2.202)
C (-2.935, -2.520, -5.257)
H (-0.916, -2.960, -1.840)
H (0.430, -3.645, -2.745)
H (-0.929, -5.763, -3.018)
H (-2.209, -5.050, -2.134)
H (-0.655, -5.410, -1.286)
H (-2.418, -3.075, -6.035)
H (-2.679, -1.468, -5.425)
H (-4.009, -2.650, -5.321)
O (5.910, -2.781, -2.914)
C (5.786, -3.645, -2.084)
O (4.705, -3.784, -1.322)
C (3.667, -2.803, -1.502)
C (2.466, -3.217, -0.691)
C (6.825, -4.687, -1.776)
H (3.436, -2.693, -2.563)
H (4.070, -1.834, -1.187)
H (1.977, -4.051, -1.202)
H (1.754, -2.401, -0.586)
H (2.736, -3.585, 0.300)
H (7.630, -4.626, -2.497)
H (6.389, -5.686, -1.765)
H (7.184, -4.521, -0.758)
O (1.472, -2.821, 4.146)
C (2.619, -2.757, 3.803)
O (3.578, -3.582, 4.254)
C (3.223, -4.503, 5.285)
C (4.412, -4.755, 6.189)
C (3.142, -1.838, 2.741)
H (2.937, -5.446, 4.807)
H (2.340, -4.184, 5.837)
H (4.086, -5.259, 7.097)
H (4.902, -3.840, 6.533)
H (5.174, -5.314, 5.645)
H (3.528, -0.910, 3.162)
H (2.363, -1.620, 2.011)
H (3.941, -2.313, 2.169)
O (-2.994, -2.622, 4.503)
C (-4.069, -3.056, 4.182)
O (-5.156, -2.285, 4.038)
C (-4.977, -0.896, 4.358)
C (-4.504, -0.124, 3.154)
C (-4.382, -4.512, 3.942)
H (-4.319, -0.782, 5.219)
H (-5.947, -0.534, 4.699)
H (-4.111, 0.864, 3.397)
H (-5.345, 0.012, 2.467)
H (-3.758, -0.639, 2.551)
H (-5.031, -4.615, 3.076)
H (-4.847, -4.929, 4.835)
H (-3.443, -5.038, 3.794)
C (-1.560, 0.236, 5.688)
C (-0.285, -0.217, 4.990)
C (0.222, 0.787, 3.947)
C (0.679, 2.040, 4.541)
N (1.007, 3.040, 5.009)
H (-2.017, -0.611, 6.194)
H (-2.279, 0.617, 4.953)
H (-1.391, 1.074, 6.365)
H (-0.423, -1.163, 4.472)
H (0.491, -0.380, 5.741)
H (-0.550, 1.022, 3.208)
H (1.002, 0.285, 3.369)
C (-0.183, 4.855, 0.129)
C (-1.610, 4.729, 0.700)
O (-1.995, 6.076, 0.982)
C (-0.978, 6.939, 0.690)
O (-1.078, 8.110, 0.794)
O (0.111, 6.274, 0.293)
H (-0.108, 4.695, -0.945)
H (0.568, 4.260, 0.635)
H (-1.594, 4.181, 1.638)
H (-2.255, 4.310, -0.066)

Maximum force ... 0.06686 Eh/bohr
HOMO-LUMO gap (alpha / beta) ... 6.2 / 9.7 eV
LUMO level (alpha / beta) ... -0.08 / -0.39 eV
Charge ... 0
HOMO level (alpha / beta) ... -6.32 / -10.06 eV
Expectation value of S² ... 3.75
Multiplicity ... 4
DFT total energy ... -4908.98607 a.u.